Density functional theory data (ωB97M-V/def2-TZVPD) for C45H65GeN6O4P3Pt as an isolated structure at a distorted geometry.

```
! RIJCOSX wB97M-V def2-TZVPD def2/J DEFGRID3
* xyz 3 2
Pt 0.75137 0.93434 0.26448
C 1.06458 -1.84383 4.47889
C 0.43822 -0.87026 3.47711
C 0.06490 0.45508 4.14265
P 1.49155 -0.61109 1.98838
C 1.18485 -2.18829 1.13425
N -0.18527 -2.29004 0.73199
Ge -1.00579 -0.83112 -0.21376
N -2.54866 -0.09985 0.84599
C -2.55296 1.17625 1.49795
P -1.24196 2.36097 1.06542
C -1.99933 3.24320 -0.44144
C -1.42700 4.66855 -0.55906
C -1.85990 2.48627 -1.75285
C -1.50660 3.71628 2.31894
C -1.00218 3.39251 3.72750
C -2.96833 4.17094 2.38253
C -3.80466 -0.66038 0.60001
C -5.01364 -0.14758 1.07780
C -6.22223 -0.66807 0.63571
C -6.24372 -1.68532 -0.30330
C -5.04613 -2.24836 -0.71891
C -3.85108 -1.77192 -0.21770
N -2.55281 -2.39823 -0.39413
C -2.31568 -3.31179 0.73725
C -3.27847 -4.15802 1.26530
C -2.93573 -5.06767 2.24950
C -1.62221 -5.13332 2.68294
C -0.67034 -4.25253 2.18239
C -1.02262 -3.29740 1.23019
C -2.39088 -3.06511 -1.67357
C -2.93208 -4.29969 -1.99436
C -2.84375 -4.77953 -3.28677
C -2.22271 -4.00518 -4.24930
C -1.59404 -2.81533 -3.89439
C -1.61676 -2.36848 -2.57609
N -0.83543 -1.30749 -2.09140
C 0.26580 -0.76489 -2.86153
P 1.81827 -0.70298 -1.83552
C 2.39329 -2.50874 -1.84331
C 1.28074 -3.52809 -1.54372
C 3.08581 -2.93776 -3.14094
C 3.07661 -0.05063 -3.05018
C 4.45414 -0.03189 -2.37923
C 2.80345 1.30196 -3.66449
C 3.27733 -0.74224 2.43397
C 3.66307 0.25961 3.54348
C 4.11100 -0.57547 1.15548
H 0.30808 -2.11862 5.21738
H 1.89105 -1.38057 5.01995
H 1.42586 -2.76546 4.01747
H -0.47151 -1.31244 3.06054
H 0.91143 0.88083 4.69098
H -0.74554 0.30137 4.85966
H -0.26139 1.17244 3.39285
H 1.48197 -3.00029 1.79377
H 1.83686 -2.21250 0.26607
H -2.48457 1.03422 2.58400
H -3.48018 1.71599 1.28848
H -3.07084 3.29917 -0.25808
H -0.35060 4.69816 -0.37050
H -1.91032 5.34837 0.13863
H -1.60888 5.07375 -1.55828
H -0.00917 1.83616 -1.18698
H -2.22570 3.08668 -2.58060
H -2.41212 1.55010 -1.75248
H -0.89169 4.53511 1.94111
H -1.55422 2.57006 4.18463
H -1.16378 4.27219 4.35269
H 0.06604 3.16934 3.74897
H -3.60386 3.42112 2.85619
H -3.39893 4.44088 1.41697
H -3.00761 5.06549 3.00688
H -5.02032 0.64689 1.81488
H -7.15230 -0.26750 1.01966
H -7.18161 -2.06617 -0.68450
H -5.06372 -3.06701 -1.42542
H -4.30146 -4.11391 0.91326
H -3.68530 -5.73325 2.65932
H -1.33210 -5.87009 3.42316
H 0.34499 -4.32145 2.55514
H -3.42562 -4.89956 -1.24060
H -3.28029 -5.73644 -3.54198
H -2.20347 -4.33568 -5.28156
H -1.08470 -2.23279 -4.65491
H 0.08080 0.25331 -3.20015
H 0.46635 -1.38203 -3.73804
H 3.13582 -2.55252 -1.04207
H 0.75153 -3.78858 -2.46268
H 0.54653 -3.19105 -0.82417
H 1.73596 -4.44332 -1.15784
H 2.43303 -2.83009 -4.01173
H 3.31452 -4.00118 -3.04162
H 4.03015 -2.42701 -3.33003
H 3.06169 -0.78440 -3.85270
H 4.49913 0.75276 -1.61714
H 5.22712 0.18178 -3.12193
H 4.70856 -0.98347 -1.90803
H 2.99896 2.07587 -2.94132
H 1.78935 1.40463 -4.06237
H 3.49307 1.45333 -4.50086
H 3.41000 -1.75762 2.80968
H 3.06946 1.17712 3.51809
H 4.71333 0.54703 3.44585
H 3.54558 -0.18132 4.53129
H 3.76770 0.27249 0.56122
H 4.06234 -1.47096 0.53146
H 5.16249 -0.41532 1.40783
C 3.54717 3.04318 1.23397
C 2.88743 3.44016 -0.03140
N 1.82817 2.87522 -0.55121
C 1.52075 3.63794 -1.67660
C 2.44294 4.64753 -1.82070
N 3.27045 4.49824 -0.79555
C 2.75082 5.76384 -2.79945
O 1.98070 5.97125 -3.84664
O 3.70991 6.41003 -2.56816
C 0.39305 3.46837 -2.54629
O -0.07335 3.95545 -3.44472
O -0.46716 2.17578 -2.06311
H 2.93778 2.29006 1.71593
H 3.64679 3.90657 1.89618
H 4.54849 2.64739 1.04833
H 4.06476 5.12941 -0.66347
H 1.21130 5.39812 -3.93079
*
```

Its HOMO-LUMO gap (spin up / spin down) is 5.10 / 3.87 eV. As for the expectation value of S²: 0.756. Its LUMO energy (spin up / spin down) is -0.3426 / -0.3867 Eh.

Density functional theory data (ωB97M-V/def2-TZVPD) for a 2-piece molecular cluster, C5H14NO2 overall at a distorted geometry.

```
! RIJCOSX wB97M-V def2-TZVPD def2/J DEFGRID3
* xyz 1 1
O -0.05952 2.64872 -0.44562
C -0.67351 1.70295 -1.31669
C -0.59041 0.30318 -0.70416
N 0.49450 0.24359 0.36357
C 1.49998 -0.79047 -0.08156
C 0.72792 -1.80002 -0.88930
C -0.39652 -0.95796 -1.54984
H -0.73519 3.19985 -0.01714
H -1.64099 2.04507 -1.62206
H -0.08078 1.67222 -2.22368
H -1.48274 0.05093 -0.13039
H 0.90999 1.16356 0.55110
H 0.04070 -0.05482 1.22738
H 2.02260 -1.15101 0.78869
H 2.23032 -0.22444 -0.65029
H 0.36569 -2.66857 -0.37073
H 1.40097 -2.12003 -1.67541
H -0.05944 -0.72142 -2.55763
H -1.31209 -1.51018 -1.70061
H 0.03814 -1.21182 3.92025
H -1.38295 -1.91113 3.98783
O -0.83419 -1.26276 3.53056
*
```

Its HOMO-LUMO gap is 12.07 eV. The calculation puts the energy relative to the best compared isomer or geometry (same formula, charge and spin) at 1.124 eV. Its LUMO energy is -0.1085 Eh.

Density functional theory data (ωB97M-V/def2-TZVPD) for C7H6N4O7P2SeV as an isolated structure.

```
! RIJCOSX wB97M-V def2-TZVPD def2/J DEFGRID3
* xyz -1 3
V -0.12221 -0.30894 0.87680
O -2.57133 2.77206 0.74553
P -2.20123 1.40678 1.50199
O -3.21874 1.06305 2.49853
O -1.84279 0.42853 0.34860
O -0.73173 1.67976 2.06379
P 0.79504 1.43389 2.88383
O 1.36794 2.79922 2.08640
O -0.35423 -0.42614 3.98630
O 1.32885 0.34332 1.82160
H -3.22197 3.25555 1.26635
H 2.14822 3.10829 2.56067
N 3.66114 -4.08832 -2.29115
C 2.64209 -3.94894 -1.76286
N 1.46367 -3.89697 -1.15640
C 1.00972 -2.82316 -0.66299
N 0.47317 -1.87589 -0.22648
Se -0.70141 -1.71731 2.90534
C -2.58117 -1.97441 3.21063
C -3.18422 -1.35201 4.28435
C -4.51438 -1.64720 4.53354
N -5.24528 -2.48708 3.80126
C -4.64184 -3.06756 2.76729
C -3.31317 -2.85612 2.43237
H -2.62573 -0.64148 4.87794
H -5.02446 -1.17358 5.36565
H -5.24927 -3.74227 2.17253
H -2.87818 -3.36272 1.57923
*
```

Its HOMO-LUMO gap (spin up / spin down) is 7.68 / 8.00 eV. As for the expectation value of S²: 2.024. The calculation puts the energy relative to the best compared isomer or geometry (same formula, charge and spin) at 0.362 eV. Its LUMO energy (spin up / spin down) is 0.0812 / 0.0951 Eh.

Density functional theory data (ωB97M-V/def2-TZVPD) for C23H33Cl2FeN4O4 as an isolated structure at a distorted geometry.

```
! RIJCOSX wB97M-V def2-TZVPD def2/J DEFGRID3
* xyz 0 6
O 1.18134 -0.29596 -3.30221
C 0.05740 0.19208 -3.56550
C -0.28594 1.62878 -3.72383
C 0.33937 2.69946 -3.05890
H 0.64644 2.58080 -2.02123
C 0.55439 3.88597 -3.75569
H 1.14766 4.66361 -3.28214
C 0.08226 4.02340 -5.05226
H 0.27588 4.93299 -5.61747
C -0.68781 3.02526 -5.63706
H -1.09764 3.12757 -6.63108
C -0.88787 1.82610 -4.97965
H -1.45504 0.98724 -5.40673
H -0.86101 -0.40101 -3.55812
C -2.62935 -1.02357 -1.79503
C -2.13688 0.27978 -1.26321
H -3.64068 -0.76207 -2.15909
H -2.71566 -1.78328 -0.99340
H -2.08994 -1.48366 -2.65280
C -2.73344 1.52746 -1.65999
C -4.24198 1.64137 -1.62086
H -2.20299 2.32424 -2.20612
H -4.58363 2.13453 -2.53812
H -4.52093 2.23951 -0.73111
H -4.72866 0.64395 -1.53332
Fe -1.92496 1.24335 0.20958
Cl 0.11742 1.82853 0.16205
Cl -3.55882 0.64048 1.52167
H 4.55279 1.43115 -2.84002
H 4.99581 1.59905 -0.28788
C 3.49915 1.47051 -2.52936
C 3.92984 1.43764 -0.09627
N 3.32648 0.79042 -1.25346
H 2.87006 0.97398 -3.26899
C 2.76652 -0.43375 -1.13942
O 2.52329 -1.02707 -0.07916
H 3.78919 0.79417 0.77062
H 2.59260 -0.89378 -2.11169
H 3.19758 2.52146 -2.43406
H 3.45858 2.41228 0.07090
H -0.58422 -5.58668 0.56881
H 1.49352 -5.51024 -1.15805
C -1.05568 -4.92728 -0.16636
C 0.86743 -4.80866 -1.74085
N -0.06244 -4.11579 -0.85054
H -1.77965 -4.28880 0.34028
C 0.03021 -2.79588 -0.57740
O -0.80287 -2.15385 0.06447
H 1.49096 -4.03764 -2.21790
H 0.92698 -2.32740 -0.99322
H -1.56884 -5.56728 -0.88621
H 0.28792 -5.37028 -2.49752
N -0.78885 -1.28131 7.16556
C 0.27946 -0.73211 6.48380
O 1.24854 -0.30682 7.05901
C 0.16879 -0.69917 4.98630
C -0.83303 -1.34230 4.25218
C -0.94715 -1.07439 2.88439
N -0.17163 -0.20065 2.24592
C 0.90840 0.26732 2.87856
C 1.10743 0.07044 4.26660
H -0.74591 -1.20751 8.16732
H -1.70091 -1.36892 6.75868
H -1.55449 -2.04025 4.67445
H -1.71572 -1.51383 2.25614
H 1.65338 0.84637 2.32413
H 1.93972 0.56012 4.77746
*
```

Its HOMO-LUMO gap (spin up / spin down) is 8.01 / 7.27 eV. As for the expectation value of S²: 8.814. The calculation puts the energy relative to the best compared isomer or geometry (same formula, charge and spin) at 2.711 eV. Its LUMO energy (spin up / spin down) is -0.0075 / -0.0570 Eh.

Density functional theory data (ωB97M-V/def2-TZVPD) for C4H3ClO4S3 as an isolated structure at a distorted geometry.

```
! RIJCOSX wB97M-V def2-TZVPD def2/J DEFGRID3
* xyz 0 1
C -1.34536 -0.35015 0.99594
C -2.43163 0.39185 0.59907
C -0.68644 0.35797 -1.12640
C -0.37097 -0.39118 -0.04718
O 0.68847 -2.67258 0.50231
O 1.49104 -1.56251 -1.56208
O 2.08160 1.34109 -1.33464
O 1.19594 1.83938 0.85038
S -2.19461 1.07738 -0.98130
S 0.99498 -1.47086 -0.19526
S 2.39918 1.67086 0.03892
Cl 2.63523 -0.77051 0.87191
H -1.24079 -0.76772 1.87522
H -3.28466 0.73711 1.35189
H 0.06801 0.56984 -1.83878
*
```

Its HOMO-LUMO gap is 9.09 eV. Its LUMO energy is -0.0336 Eh.

Density functional theory data (ωB97M-V/def2-TZVPD) for one molecule with the formula C4H5NOS2 at a distorted geometry.

```
! RIJCOSX wB97M-V def2-TZVPD def2/J DEFGRID3
* xyz 0 1
O -1.92900 1.51441 -0.22406
C -0.66049 0.86238 -0.07693
N 0.32325 1.49332 -0.80984
C 1.42743 0.61730 -0.85280
C 1.12937 -0.57239 -0.23401
S 1.81460 -2.32124 0.06771
C -0.09820 -0.22849 0.56920
S -1.37117 -1.12888 1.47792
H -2.66205 1.00890 0.37097
H 0.30130 2.19907 -1.58212
H 2.10255 0.71105 -1.59035
H 0.40488 -3.09158 0.21016
H -0.78248 -1.06385 2.67417
*
```

Its HOMO-LUMO gap is 8.68 eV. The structure (SMILES) is Oc1[nH]cc(S)c1S. The calculation puts the energy relative to the best compared isomer or geometry (same formula, charge and spin) at 2.820 eV. Its LUMO energy is 0.0161 Eh.

What is the formula in the fifth record?
C4H3ClO4S3

Copy entry 5 word for word.
Density functional theory data (ωB97M-V/def2-TZVPD) for C4H3ClO4S3 as an isolated structure at a distorted geometry.

```
! RIJCOSX wB97M-V def2-TZVPD def2/J DEFGRID3
* xyz 0 1
C -1.34536 -0.35015 0.99594
C -2.43163 0.39185 0.59907
C -0.68644 0.35797 -1.12640
C -0.37097 -0.39118 -0.04718
O 0.68847 -2.67258 0.50231
O 1.49104 -1.56251 -1.56208
O 2.08160 1.34109 -1.33464
O 1.19594 1.83938 0.85038
S -2.19461 1.07738 -0.98130
S 0.99498 -1.47086 -0.19526
S 2.39918 1.67086 0.03892
Cl 2.63523 -0.77051 0.87191
H -1.24079 -0.76772 1.87522
H -3.28466 0.73711 1.35189
H 0.06801 0.56984 -1.83878
*
```

Its HOMO-LUMO gap is 9.09 eV. Its LUMO energy is -0.0336 Eh.